1.
{
  "formula": "C6H12BO4",
  "method": "the ωB97M-V functional and the def2-TZVPD basis",
  "charge": -1,
  "orbital_gap_ev": 5.95,
  "e_homo_ha": -0.1257,
  "e_above_lowest_kcal_mol": 0.0,
  "species": ["O", "C", "O", "C", "C", "C", "C", "C", "O", "B", "O", "H", "H", "H", "H", "H", "H", "H", "H", "H", "H", "H", "H"],
  "positions_angstrom": [[2.70509, 2.13722, -0.47397], [3.05192, 0.94173, -0.26413], [4.40027, 0.53563, -0.07983], [1.86204, -0.16796, -0.25383], [1.17909, -0.06561, 1.19423], [-0.31261, -0.64858, 1.28865], [-1.23595, -0.36253, 0.01983], [-1.94623, 1.11032, -0.11456], [-2.75476, 0.80140, -1.29875], [-3.02458, -0.68237, -1.33248], [-2.47462, -1.14834, -0.02116], [4.33970, -0.43694, 0.07418], [2.40216, -1.17809, -0.39874], [1.19011, 0.10831, -1.12732], [1.82517, -0.71413, 1.90376], [1.29047, 1.00700, 1.60227], [-0.28908, -1.76239, 1.57784], [-0.81576, -0.11422, 2.18289], [-0.83572, -0.53358, -1.03840], [-1.12547, 1.89560, -0.22652], [-2.77651, 1.28161, 0.66677], [-2.48057, -1.09240, -2.31988], [-4.17415, -0.91168, -1.56086]],
  "lowdin_charge": [0.027, -0.409, 0.038, -0.098, -0.193, -0.132, -0.320, -0.150, -0.190, -0.664, -0.131, 0.100, 0.115, 0.121, 0.108, 0.119, 0.114, 0.119, 0.119, 0.111, 0.126, 0.035, 0.032]
}

---

2.
{
  "formula": "C34H38N6O6Ti",
  "method": "the ωB97M-V functional and the def2-TZVPD basis",
  "charge": 1,
  "multiplicity": 2,
  "orbital_gap_ev": [6.28, 6.05],
  "s_squared": 0.800,
  "e_homo_ha": [-0.3480, -0.3555],
  "species": ["Ti", "C", "N", "C", "C", "O", "C", "O", "C", "C", "O", "N", "C", "C", "H", "H", "H", "H", "H", "H", "H", "H", "H", "H", "H", "H", "H", "H", "H", "H", "C", "C", "C", "C", "C", "C", "N", "C", "C", "C", "C", "C", "C", "N", "N", "C", "C", "C", "C", "C", "N", "H", "H", "H", "H", "H", "H", "H", "H", "H", "H", "H", "H", "H", "C", "O", "C", "C", "C", "C", "C", "C", "O", "C", "O", "C", "H", "H", "H", "H", "H", "H", "H", "H", "H"],
  "positions_angstrom": [[-0.06565, -0.54346, 0.58646], [-2.82846, 4.17072, 1.15985], [-1.88289, 3.13962, 1.56877], [-1.60206, 3.02540, 3.00099], [-1.34605, 2.25274, 0.75354], [-0.63463, 1.32846, 1.20466], [-1.63592, 2.32515, -0.73813], [-0.71119, 1.52688, -1.43070], [0.19190, 2.22976, -2.26059], [1.13873, 3.19057, -1.53407], [1.21882, 3.19887, -0.31645], [1.86347, 4.00483, -2.34106], [1.72012, 4.04703, -3.79225], [2.73945, 5.01175, -1.75168], [-2.40953, 5.16167, 1.33660], [-3.74337, 4.07062, 1.74368], [-3.09028, 4.07897, 0.11039], [-2.00503, 3.90024, 3.50339], [-0.52767, 2.97568, 3.16703], [-2.05993, 2.12601, 3.41302], [-1.62212, 3.34601, -1.11878], [-2.63314, 1.90337, -0.88481], [-0.36920, 2.77776, -3.02018], [0.77157, 1.45042, -2.75381], [1.55271, 3.05638, -4.21088], [2.64377, 4.43246, -4.21849], [0.90540, 4.70800, -4.10206], [2.72768, 4.90257, -0.67381], [2.39556, 6.01347, -2.01823], [3.75905, 4.88179, -2.11755], [-1.59985, -1.84804, 5.91745], [-2.29354, -2.65699, 5.02765], [-2.30161, -2.36463, 3.67251], [-1.61167, -1.25750, 3.18060], [-0.91827, -0.44673, 4.07846], [-0.91434, -0.74210, 5.43493], [-1.59978, -0.99026, 1.78426], [-2.79403, -0.79990, 1.12347], [-4.05560, -0.57566, 1.70038], [-5.16488, -0.40570, 0.89753], [-5.07203, -0.46561, -0.49902], [-3.85054, -0.68442, -1.09834], [-2.71483, -0.82534, -0.30004], [-1.42170, -1.07615, -0.70581], [-1.08934, -1.70332, -1.81136], [0.06737, -2.39646, -1.57819], [0.69321, -3.14737, -2.57802], [1.76770, -3.93632, -2.24271], [2.21959, -3.96919, -0.91967], [1.58647, -3.17121, 0.00623], [0.53743, -2.39867, -0.30059], [-1.59423, -2.07703, 6.97601], [-2.82887, -3.52627, 5.39099], [-2.82828, -3.00633, 2.97551], [-0.37784, 0.40871, 3.69871], [-0.37759, -0.09621, 6.12159], [-4.14661, -0.54494, 2.77951], [-6.13072, -0.23013, 1.35613], [-5.96048, -0.34966, -1.10635], [-3.74817, -0.74269, -2.17597], [0.30311, -3.09686, -3.58590], [2.25881, -4.53603, -2.99903], [3.04114, -4.60527, -0.61838], [1.90851, -3.14142, 1.03906], [3.69701, 0.15830, 6.02287], [4.58831, 0.26763, 4.91417], [4.09283, 0.07837, 3.69323], [5.00333, 0.25961, 2.63087], [4.57022, 0.11559, 1.34948], [3.22305, -0.19784, 1.04587], [2.72570, -0.17492, -0.29749], [3.63202, -0.29104, -1.47988], [1.49666, -0.08481, -0.54314], [2.33730, -0.45287, 2.13288], [1.11046, -0.90755, 1.93198], [2.78555, -0.30033, 3.44321], [4.26792, 0.45342, 6.89508], [3.34588, -0.86754, 6.14515], [2.84221, 0.82596, 5.90215], [6.02641, 0.52476, 2.86347], [5.27323, 0.28412, 0.54489], [4.61098, 0.15172, -1.32087], [3.15577, 0.15796, -2.34916], [3.77005, -1.35698, -1.68258], [2.08287, -0.52520, 4.23502]],
  "lowdin_charge": [1.167, -0.005, -0.096, 0.006, -0.361, -0.048, -0.095, -0.139, -0.102, -0.427, 0.080, -0.143, -0.041, -0.026, 0.105, 0.105, 0.084, 0.097, 0.102, 0.093, 0.137, 0.142, 0.133, 0.135, 0.086, 0.093, 0.100, 0.083, 0.097, 0.093, -0.089, -0.073, -0.025, -0.266, -0.048, -0.083, -0.037, -0.223, -0.012, -0.075, -0.086, -0.023, -0.217, -0.130, 0.138, -0.320, 0.007, -0.051, -0.050, -0.099, 0.025, 0.104, 0.108, 0.124, 0.091, 0.102, 0.116, 0.107, 0.105, 0.117, 0.119, 0.115, 0.112, 0.127, -0.046, -0.040, -0.263, 0.015, 0.001, -0.083, -0.310, 0.040, -0.072, -0.255, -0.153, 0.076, 0.098, 0.102, 0.096, 0.128, 0.113, 0.080, 0.093, 0.104, 0.112]
}

---

3.
{
  "formula": "C3H3LiORu",
  "method": "the ωB97M-V functional and the def2-TZVPD basis",
  "charge": 1,
  "multiplicity": 6,
  "orbital_gap_ev": [5.42, 6.62],
  "s_squared": 8.759,
  "e_homo_ha": [-0.4158, -0.4509],
  "e_above_lowest_kcal_mol": 0.0,
  "species": ["C", "O", "C", "C", "Ru", "H", "H", "H", "Li"],
  "positions_angstrom": [[-0.19490, 0.26793, 1.22151], [-0.34489, -0.54839, -1.28458], [0.14689, -1.11754, -0.28976], [1.04807, -0.33305, 0.92973], [-2.92465, 3.28145, -1.78228], [0.07985, -2.22262, -0.20501], [1.55524, -1.05277, 1.60326], [1.67701, 0.52859, 0.61222], [-1.04262, 1.19639, -0.80508]],
  "lowdin_charge": [0.138, -0.045, -0.140, -0.204, 0.389, 0.158, 0.130, 0.126, 0.449]
}

---

4.
{
  "formula": "H2O3PS",
  "method": "the ωB97M-V functional and the def2-TZVPD basis",
  "charge": -1,
  "orbital_gap_ev": [4.17, 8.66],
  "e_homo_ha": [-0.1067, -0.1834],
  "e_above_lowest_kcal_mol": 43.8,
  "species": ["O", "O", "O", "P", "S", "H", "H"],
  "positions_angstrom": [[4.38951, -1.60630, 2.18737], [5.03612, -2.51098, -0.02245], [3.45333, -3.76226, 1.41067], [-0.08576, -0.39865, -0.52736], [4.04854, -2.47298, 1.05752], [-1.41396, -0.04351, -0.35708], [0.32596, 0.76050, 0.09538]],
  "lowdin_charge": [-0.474, -0.472, -0.472, 0.565, 0.416, -0.290, -0.274]
}

---

Values for E, hartree, ordered as above
-561.64084, -2947.77548, -293.19185, -966.42782